[1]
Below is a structure of composition C2H7Br2N2 in a non-equilibrium geometry, with properties calculated with ωB97M-V with the def2-TZVPD basis set.

XYZ file:
```
13
Properties=species:S:1:pos:R:3:mulliken_charge:R:1
C -0.605 -0.773 0.280 -0.1841
C -0.666 0.568 -0.453 -0.5869
N 0.889 -1.131 0.239 -0.4994
N 0.634 1.150 -0.297 -0.2684
Br -1.828 -2.025 -0.407 0.0113
Br -2.020 1.718 0.489 -0.0045
H -0.939 -0.262 1.555 0.3914
H -0.864 0.651 -1.458 0.4906
H 1.209 -1.855 -0.404 0.3049
H 1.179 0.148 -0.047 0.4259
H 0.763 1.685 0.489 0.3634
H 0.962 1.626 -1.127 0.2722
H 1.287 -1.501 1.141 0.2835
```

Calculated values
**HOMO-LUMO gap**: 0.3907 hartree
**Energy relative to the best compared isomer or geometry (same formula, charge and spin)**: 24.0 kcal per mole
**Net charge**: +1
**HOMO level**: -14.5 eV

***

[2]
Below is a cluster of 2 separate species, C2H7BrNO in total in a non-equilibrium geometry, with properties calculated with ωB97M-V with the def2-TZVPD basis set.

XYZ file:
```
12
Properties=species:S:1:pos:R:3:mulliken_charge:R:1
C -0.091 1.008 0.105 -0.0928
C 0.261 -0.145 -0.663 -0.3699
N 0.656 1.266 1.249 -0.5066
O 1.180 -0.882 -0.290 -0.3754
Br -1.667 -2.477 -0.919 -0.1413
H -0.406 1.817 -0.695 0.3311
H -1.028 0.586 0.492 0.1732
H -0.201 -0.386 -1.557 0.7944
H -2.255 -2.056 0.200 0.2301
H 0.701 2.262 1.493 0.2707
H 1.553 0.793 1.153 0.2290
H 1.298 -1.786 -0.568 0.4574
```

Calculated values
**HOMO-LUMO gap**: 0.3320 hartree
**Energy relative to the best compared isomer or geometry (same formula, charge and spin)**: 43.3 kcal per mole
**Net charge**: +1
**HOMO level**: -14.4 eV

***

[3]
Below is a cluster of 2 separate species, C2H7ClNOPS in total in a non-equilibrium geometry, with properties calculated with ωB97M-V with the def2-TZVPD basis set.

XYZ file:
```
14
Properties=species:S:1:pos:R:3:mulliken_charge:R:1
C 2.621 1.623 -0.620 -0.9420
C 1.221 1.635 -0.076 0.1036
N -0.591 -1.505 0.474 -0.4611
O 0.807 0.819 0.681 -0.5409
P -2.207 -0.942 0.125 0.3172
S -3.479 -2.140 1.285 -0.2998
Cl -2.378 -2.242 -1.496 -0.2424
H 2.502 1.540 -1.731 0.2764
H 3.101 2.637 -0.614 0.3181
H 3.065 0.730 -0.243 0.3052
H 0.500 2.341 -0.428 0.3935
H -4.547 -1.484 0.767 0.1687
H 0.074 -0.765 0.719 0.3559
H -0.688 -2.246 1.157 0.2473
```

Calculated values
**SMILES string**: NP(S)Cl.CC=O
**HOMO-LUMO gap**: 0.3617 hartree
**Energy relative to the best compared isomer or geometry (same formula, charge and spin)**: 30.3 kcal per mole
**Net charge**: 0
**HOMO level**: -9.1 eV

***

[4]
Below is the ion C2H7IN with charge +1 in a non-equilibrium geometry, with properties calculated with ωB97M-V with the def2-TZVPD basis set.

XYZ file:
```
11
Properties=species:S:1:pos:R:3:mulliken_charge:R:1
C 1.329 0.209 -0.010 -0.6643
C -0.909 -0.597 -0.034 -0.9674
N -0.053 0.657 0.010 -0.1579
I -3.043 0.073 -0.001 0.2096
H 1.460 -0.272 1.025 0.3325
H 1.380 -0.644 -0.718 0.2739
H 2.158 0.859 -0.228 0.3332
H -0.556 -1.162 -0.958 0.4798
H -0.960 -1.296 0.866 0.4503
H -0.419 1.111 -0.815 0.3639
H -0.387 1.062 0.862 0.3465
```

Calculated values
**SMILES string**: C[NH2+]CI
**HOMO-LUMO gap**: 0.3614 hartree
**Energy relative to the best compared isomer or geometry (same formula, charge and spin)**: 14.5 kcal per mole
**Net charge**: +1
**HOMO level**: -14.2 eV